Below is 2 unconnected molecules or ions with the total composition C3H9O2, with properties calculated with wB97M-V/def2-TZVPD.

Summary:
2S+1: 1
E (eV): -7351.35510
Charge: -1
Orbital gap (eV): 6.77

```
14
Properties=species:S:1:pos:R:3:forces:R:3:mulliken_charge:R:1
C -0.142283 0.034297 1.123057 -0.020 0.142 -0.626 0.005
O 0.294657 1.253881 1.400241 0.281 -0.165 0.310 -0.874
C 0.864641 -0.886584 0.365957 0.500 0.274 0.381 -0.512
C 1.541442 -0.128277 -0.763788 -0.016 -0.086 0.234 -0.854
H -1.049910 0.109920 0.414294 0.103 -0.359 0.704 0.134
H -0.464002 -0.603160 1.993062 -0.339 0.194 -0.039 0.222
H 0.405209 -1.813939 0.001525 -0.108 0.001 0.202 0.334
H 1.640784 -1.106006 1.116753 -0.136 -0.380 -0.152 0.327
H 2.101967 -0.766844 -1.449461 0.007 -0.143 -0.026 0.341
H 2.237747 0.564748 -0.286390 -0.253 0.311 -0.397 0.224
H 0.763563 0.395527 -1.322811 0.245 0.292 -0.140 0.166
H -1.628378 -0.099777 -0.803048 -0.076 0.243 -0.611 -0.028
H -1.838655 0.453219 -2.289346 0.235 -0.022 0.492 0.288
O -2.148736 -0.183676 -1.636508 -0.421 -0.303 -0.332 -0.772
```
Forces are in eV/Å.